Here is 2 unconnected molecules or ions with the total composition H4O2 in a non-equilibrium geometry from the OMol25 dataset. Energies are from wB97M-V/def2-TZVPD.

Computed properties:
HOMO level in eV: -11.6
DFT total energy in eV: -4159.43860
SMILES: O.O

Each line ends with the Löwdin charge.
CARTESIAN COORDINATES (ANGSTROEM)
O -1.1077 -1.6730 -0.4406  -0.113
H -0.6930 -1.6937 0.4212  0.010
H -1.3896 -0.6562 -0.5894  0.105
O 1.3318 1.3579 -0.0601  -0.043
H 1.4803 1.3503 0.8702  0.015
H 0.3782 1.3146 -0.2012  0.026